Entry w
19
Properties=species:S:1:pos:R:3 method="wB97M-V/def2-TZVPD" homo_lumo_gap_ev=7.514 charge=0 lumo_ev=-1.461
C -2.61 -0.64 0.11
C -1.14 -0.53 -0.04
C -0.30 -1.58 -0.40
C 1.09 -0.93 -0.26
C 1.05 0.59 -0.15
C 1.83 1.64 -0.32
C -0.27 0.72 0.50
H -3.02 -0.14 -0.99
H -2.83 0.50 1.15
H -3.08 -1.74 0.26
H -0.37 -2.56 -0.84
H 1.68 -1.40 -1.16
H 3.09 -2.40 0.22
H 1.56 2.62 0.29
H 2.95 1.86 -0.66
H -0.24 0.97 1.66
H -0.36 2.58 -0.56
O 1.86 -1.45 0.92
O -0.89 1.88 0.27


Entry x
19
Properties=species:S:1:pos:R:3 method="wB97M-V/def2-TZVPD" homo_lumo_gap_ev=9.690 charge=0 lumo_ev=0.820
C 1.28 -0.58 0.39
C 1.85 -1.74 0.54
C -1.99 0.30 1.63
C -1.56 -0.27 0.52
C 1.31 1.68 -0.18
C -0.51 0.15 -0.36
C -0.79 -0.19 -1.80
O 1.93 0.60 0.52
O -0.04 1.49 -0.01
H 2.78 -1.84 0.98
H 1.37 -2.64 0.29
H -2.75 0.00 2.37
H -1.53 1.22 1.96
H -1.83 -1.34 0.38
H 1.49 2.51 0.43
H 1.57 1.66 -1.21
H -1.65 0.23 -2.21
H -0.89 -1.23 -1.79
H -0.06 0.00 -2.44


Most stable structure among those shown: entry x. Next: +158.5 kcal/mol.